(1)
# C15H20N4O4S

The molecule C15H20N4O4S at a distorted geometry (ωB97M-V/def2-TZVPD, the Open Molecules 2025 dataset).

Geometry (Å):
S (3.844, 0.543, 0.065)
O (0.897, -3.266, -7.474)
O (-2.725, -1.189, 5.065)
O (-0.209, 1.053, -1.856)
O (-0.536, -1.793, -8.104)
N (1.464, 1.720, 0.134)
N (1.968, 0.407, -1.722)
N (-1.027, 0.536, 3.572)
N (0.233, -2.269, -7.298)
C (-0.252, 0.182, -4.558)
C (-0.786, -0.896, 3.633)
C (-2.972, 0.194, 4.987)
C (0.370, -1.591, -6.027)
C (-2.457, 0.780, 3.673)
C (1.663, 2.222, 1.471)
C (0.742, 0.448, -2.318)
C (1.254, -2.095, -5.081)
C (0.651, -0.295, -3.608)
C (-1.347, -1.445, 4.945)
C (1.074, 1.284, 2.527)
C (1.395, -1.445, -3.871)
C (-0.444, 1.156, 2.396)
C (-0.391, -0.457, -5.772)
C (2.339, 0.934, -0.486)
H (-4.053, 0.319, 5.068)
H (-0.807, -0.982, 5.785)
H (2.720, -0.101, -2.173)
H (-2.635, 1.858, 3.664)
H (-3.007, 0.322, 2.832)
H (1.304, 1.677, 3.518)
H (-1.230, -2.529, 4.990)
H (1.554, 0.310, 2.428)
H (-0.835, 1.059, -4.323)
H (1.816, -2.989, -5.308)
H (0.542, 1.800, -0.290)
H (-0.705, 0.602, 1.475)
H (-1.078, -0.100, -6.524)
H (-2.479, 0.709, 5.826)
H (-0.871, 2.160, 2.315)
H (-1.267, -1.419, 2.786)
H (0.287, -1.085, 3.600)
H (2.062, -1.858, -3.129)
H (2.739, 2.323, 1.632)
H (1.195, 3.207, 1.534)

Force components x, y, z for each atom (eV/Å):
S 0.50 -0.16 0.19
O 0.15 -0.26 -0.10
O -0.12 -0.13 -0.03
O -0.13 0.04 -0.10
O -0.19 0.08 -0.24
N -0.43 -0.19 -0.52
N -0.11 -0.08 -0.18
N -0.13 0.02 -0.04
N -0.03 -0.22 -0.40
C 0.17 -0.07 0.23
C -0.08 -0.09 0.31
C -0.11 0.34 -0.21
C 0.14 0.58 1.18
C -0.09 -0.14 0.29
C 0.25 -0.09 0.52
C 0.02 0.06 0.09
C -0.08 -0.12 -0.38
C -0.18 -0.17 -0.36
C 0.33 -0.10 -0.20
C -0.17 0.15 -0.31
C -0.17 0.27 0.04
C 0.27 0.00 0.19
C 0.04 -0.22 -0.24
C 0.11 0.15 0.21
H 0.07 0.06 0.01
H -0.01 -0.07 -0.06
H -0.13 0.15 0.14
H -0.04 -0.01 -0.02
H 0.00 0.05 0.02
H 0.01 0.00 0.05
H 0.06 0.07 0.01
H 0.09 -0.01 0.03
H -0.05 0.05 0.00
H 0.00 -0.01 0.01
H 0.22 -0.02 -0.04
H -0.05 0.07 0.02
H 0.00 0.02 -0.01
H -0.07 -0.01 -0.06
H -0.03 -0.01 -0.05
H 0.06 0.02 0.02
H 0.00 -0.07 -0.02
H 0.07 -0.04 0.06
H -0.19 0.11 -0.04
H 0.03 -0.01 -0.02

Summary:
Orbital gap: 7.56 eV
SMILES: O=C(NC(=S)NCCCN1CCOCC1)c1ccc([N+](=O)[O-])cc1
E: -40863.103 eV
E_LUMO: -0.045 Ha
Max |F|: 1.325 eV/Å

These are the Mulliken partial charges, in e, on atoms 1 to 5: S -0.42; O -0.60; O -0.38; O -0.73; O -0.60



(2)
# C34H69BrO12P2

A cluster of 10 separate species, C34H69BrO12P2 in total at a distorted geometry (ωB97M-V/def2-TZVPD, the Open Molecules 2025 dataset).

Geometry (Å):
Br (5.160, 3.557, 0.618)
P (4.581, 0.134, 3.630)
P (5.628, -0.939, 2.038)
O (3.587, 1.405, 1.047)
O (-3.154, 1.940, -2.724)
O (-10.771, 2.429, 3.949)
O (-8.863, 3.334, -0.901)
O (6.742, 0.188, 1.501)
O (0.702, -5.288, -4.794)
O (-0.630, -0.331, 1.110)
O (1.532, 7.695, 3.107)
O (8.550, 0.704, -0.454)
O (3.987, -6.781, -2.958)
O (4.398, -3.911, 0.905)
O (-6.963, -0.742, 0.658)
C (3.244, -7.423, -3.669)
C (1.970, -8.028, -3.135)
C (1.755, 0.659, 3.636)
C (-9.510, 0.522, 3.297)
C (4.994, -4.314, -1.363)
C (10.577, -0.020, 0.547)
C (-10.464, 4.804, 0.061)
C (-1.365, 0.481, -3.298)
C (4.045, -4.272, -0.196)
C (-1.022, -4.299, -6.098)
C (1.460, 7.559, 0.735)
C (-8.703, 0.245, -0.622)
C (4.302, 2.084, 1.607)
C (-7.442, 0.274, 0.203)
C (0.879, -2.929, -5.030)
C (2.809, -0.455, 3.675)
C (10.334, 2.263, -0.620)
C (-9.025, 1.843, 5.452)
C (4.662, 1.919, 3.091)
C (2.622, -4.700, -0.461)
C (9.705, 0.957, -0.202)
C (0.334, 0.152, 3.334)
C (-6.800, 1.619, 0.443)
C (-9.861, 1.674, 4.206)
C (-9.166, 4.476, -0.636)
C (3.485, 6.772, 2.114)
C (2.102, 7.375, 2.089)
C (3.553, -7.650, -5.127)
C (6.692, -2.263, 2.775)
C (0.247, -0.826, 2.134)
C (-8.262, 5.632, -0.987)
C (0.233, -4.274, -5.260)
C (-2.961, 0.016, -1.338)
C (-2.558, 0.917, -2.476)
H (-11.073, 5.452, -0.571)
H (2.760, -7.226, -5.746)
H (0.185, -2.265, -4.512)
H (9.597, 2.867, -1.146)
H (11.430, -0.307, -0.070)
H (9.999, -0.910, 0.785)
H (0.472, 7.999, 0.861)
H (2.172, -4.053, -1.217)
H (1.767, -3.057, -4.415)
H (-11.013, 3.885, 0.255)
H (-0.478, 0.414, -2.665)
H (-8.505, 0.638, -1.620)
H (-1.565, -0.487, -3.760)
H (7.614, -2.244, 2.188)
H (2.606, -5.734, -0.805)
H (-2.140, -0.072, -0.624)
H (-3.228, -0.970, -1.722)
H (4.493, -7.162, -5.377)
H (-10.186, 0.518, 2.444)
H (11.177, 2.074, -1.287)
H (1.727, 1.107, 4.635)
H (2.044, -4.622, 0.459)
H (4.643, -3.649, -2.154)
H (-0.154, 0.319, 0.579)
H (-8.777, 6.316, -1.664)
H (6.744, 0.200, 0.534)
H (-7.369, 5.255, -1.481)
H (1.355, 6.594, 0.237)
H (1.208, -1.016, 1.654)
H (-0.310, 0.998, 3.090)
H (-7.967, 6.163, -0.081)
H (3.465, 5.773, 1.677)
H (-9.612, -0.423, 3.831)
H (5.980, -3.984, -1.038)
H (2.630, -1.239, 2.936)
H (-0.811, -3.915, -7.098)
H (-8.486, 0.635, 2.934)
H (6.213, -3.222, 2.591)
H (-9.049, -0.784, -0.709)
H (-9.107, 0.955, 6.080)
H (3.646, -8.719, -5.327)
H (-7.980, 2.007, 5.181)
H (-3.824, 0.439, -0.828)
H (-1.798, -3.694, -5.627)
H (5.644, 2.324, 3.306)
H (10.929, 0.431, 1.476)
H (5.067, -5.333, -1.742)
H (2.721, -0.940, 4.648)
H (1.172, -2.487, -5.984)
H (-1.379, -5.324, -6.183)
H (-6.517, 2.072, -0.507)
H (1.977, 1.473, 2.947)
H (-0.229, -1.743, 2.472)
H (-10.263, 5.300, 1.012)
H (1.111, -7.620, -3.671)
H (-0.127, -0.330, 4.200)
H (4.179, 7.406, 1.560)
H (-1.182, 1.213, -4.083)
H (-9.478, 0.841, -0.142)
H (6.978, -2.089, 3.815)
H (1.871, -7.790, -2.078)
H (10.676, 2.810, 0.260)
H (3.826, 6.697, 3.146)
H (-5.904, 1.485, 1.050)
H (-7.491, 2.273, 0.976)
H (3.889, 2.480, 3.620)
H (-9.383, 2.705, 6.012)
H (1.996, -9.113, -3.251)
H (2.067, 8.226, 0.121)

Force components x, y, z for each atom (eV/Å):
Br 0.25 0.31 0.10
P 0.88 0.34 2.09
P -0.43 -0.71 -2.10
O -3.27 -2.73 -2.76
O 0.09 -0.05 -0.03
O 0.07 -0.01 0.00
O -0.10 0.18 -0.04
O -0.40 -0.06 0.81
O 0.03 -0.03 -0.02
O -0.07 0.09 -0.17
O 0.01 -0.03 -0.06
O 0.05 0.05 -0.24
O -0.09 -0.18 -0.10
O 0.00 -0.14 0.03
O -0.02 0.05 0.01
C -0.07 0.08 0.03
C 0.06 0.11 0.19
C -0.46 -0.09 0.44
C -0.21 0.17 -0.16
C 0.35 0.09 0.31
C -0.24 -0.16 -0.01
C 0.00 -0.30 -0.02
C -0.04 0.30 -0.18
C 0.02 0.10 0.05
C 0.04 -0.29 0.07
C -0.21 0.10 0.16
C 0.00 -0.42 0.06
C 2.98 2.07 2.88
C 0.05 -0.08 0.02
C 0.19 -0.21 0.16
C 0.13 0.27 -0.33
C -0.28 0.05 -0.11
C -0.17 0.23 0.04
C -0.39 -0.28 -1.21
C -0.08 0.05 0.34
C -0.05 -0.03 0.03
C 0.19 -0.39 -0.42
C 0.35 -0.29 0.25
C -0.12 0.05 -0.05
C -0.02 -0.06 -0.03
C -0.11 0.04 0.30
C -0.03 0.05 0.12
C 0.23 0.17 0.04
C 0.19 0.87 0.30
C -0.59 0.74 -0.16
C 0.17 -0.23 -0.11
C 0.01 0.00 0.02
C -0.19 0.29 -0.03
C -0.16 0.05 0.04
H 0.05 0.14 0.10
H -0.09 -0.15 0.02
H -0.03 0.08 -0.16
H 0.00 -0.03 0.02
H 0.10 0.11 0.10
H -0.01 0.03 -0.01
H 0.02 -0.01 0.02
H 0.02 -0.15 -0.14
H -0.01 -0.01 -0.01
H 0.02 0.01 0.01
H -0.02 -0.19 0.00
H -0.11 0.22 0.07
H 0.09 -0.08 0.14
H -0.09 0.06 -0.11
H 0.01 0.08 -0.22
H -0.04 -0.26 -0.03
H 0.16 -0.07 0.09
H -0.01 -0.01 0.03
H 0.00 0.01 0.03
H 0.11 0.03 0.14
H 0.07 0.19 -0.10
H 0.03 0.03 -0.01
H -0.07 -0.17 -0.10
H 0.03 -0.07 0.21
H -0.02 0.11 0.14
H 0.18 0.04 0.15
H -0.03 -0.01 0.01
H 0.15 0.05 -0.11
H 0.05 -0.20 0.32
H 0.00 0.04 0.05
H -0.12 0.13 -0.04
H 0.11 0.10 -0.17
H 0.21 -0.01 0.00
H -0.05 0.06 0.04
H 0.21 0.20 -0.16
H -0.08 0.16 0.05
H 0.06 -0.20 0.13
H -0.15 0.03 0.24
H 0.06 0.00 0.03
H 0.17 -0.05 -0.06
H -0.15 0.00 -0.07
H 0.03 -0.18 0.05
H 0.00 -0.01 -0.02
H 0.03 0.13 -0.12
H 0.00 0.03 0.06
H 0.15 0.02 -0.07
H -0.14 0.14 -0.16
H 0.09 -0.09 -0.02
H -0.15 0.11 0.02
H 0.02 0.01 0.01
H -0.20 0.16 0.03
H 0.19 -0.22 -0.19
H 0.27 -0.24 -0.17
H -0.06 0.14 -0.07
H 0.05 -0.10 -0.09
H 0.24 0.03 0.10
H 0.00 -0.14 -0.15
H -0.01 -0.01 0.02
H 0.05 0.20 -0.17
H -0.16 -0.22 0.03
H 0.02 -0.01 -0.01
H 0.16 -0.05 -0.04
H -0.02 0.02 -0.01
H -0.02 -0.07 -0.02
H -0.05 0.11 -0.22
H 0.15 0.05 0.24
H -0.01 -0.02 -0.03
H -0.08 0.00 -0.12
H 0.06 -0.15 -0.09

Summary:
Orbital gap: 7.40 eV
SMILES: CP(O)#P(CCCCO)CC(=O)Br.CC(C)=O.CC(C)=O.CC(C)=O.CC(C)=O.CC(C)=O.CC(C)=O.CC(C)=O.CC(C)=O.CC(C)=O
E: -149566.304 eV
E_LUMO: 0.011 Ha
Max |F|: 5.080 eV/Å

These are the Mulliken partial charges, in e, on atoms 1 to 5: Br -0.24; P -0.34; P 0.43; O -0.29; O -0.57



> Which of these has the highest E_LUMO?

C34H69BrO12P2